The following is a quantum chemistry calculation of a cluster of 4 separate species, H8O4 in total, from OMol25.

Each line ends with the Löwdin charge.
CARTESIAN COORDINATES (ANGSTROEM)
O (0.38, 1.64, -2.50)  -0.076
H (-0.25, 1.98, -1.84)  0.003
H (1.02, 1.15, -1.97)  0.016
O (-1.81, 1.39, -0.38)  -0.064
H (-2.22, 0.67, -0.88)  0.046
H (-1.13, 0.96, 0.17)  0.002
O (0.76, -2.64, 1.32)  -0.050
H (0.40, -2.44, 2.20)  0.049
H (0.10, -3.22, 0.92)  0.053
O (0.80, 0.37, 0.67)  -0.050
H (0.53, -0.52, 0.94)  0.014
H (1.43, 0.65, 1.34)  0.056

Output
SMILES string = O.O.O.O
E = -8319.97626 eV
spin multiplicity = 1
HOMO = -10.61 eV
LUMO energy = 0.133 eV
ΔE to the lowest compared entry with this formula, charge and spin = 0.700 eV

---

The following is a quantum chemistry calculation of a structure of composition C8H21ClIO2P2Tl, from OMol25.

Each line ends with the Löwdin charge.
CARTESIAN COORDINATES (ANGSTROEM)
C (4.35, 2.73, -0.19)  -0.199
I (2.62, -1.49, -2.25)  0.507
H (4.01, 2.83, 0.85)  0.018
H (4.01, 3.58, -0.80)  0.027
H (5.44, 2.64, -0.24)  0.027
Tl (3.41, 0.95, -0.98)  0.677
P (1.14, -1.95, 0.60)  0.795
C (1.27, -3.75, 0.20)  -0.246
C (2.64, -1.96, 1.70)  -0.261
H (-0.16, -1.16, 2.49)  0.061
H (0.19, -2.92, 2.63)  0.085
H (-1.09, -2.33, 1.52)  0.068
C (-0.11, -2.11, 1.95)  -0.197
H (2.60, -1.07, 2.35)  0.033
H (2.63, -2.88, 2.29)  0.079
H (1.40, -4.31, 1.14)  0.078
H (2.12, -3.90, -0.47)  0.025
H (3.54, -1.91, 1.07)  0.046
H (0.35, -4.08, -0.30)  0.067
C (-0.74, -1.48, -1.30)  -0.068
O (-1.31, -1.43, -2.29)  0.111
Cl (1.51, 0.88, 0.84)  0.085
C (-3.92, 1.15, 0.35)  -0.162
P (-2.45, 1.42, -0.66)  0.572
C (-2.99, 1.38, -2.39)  -0.167
C (-1.88, 3.10, -0.35)  -0.167
O (-1.40, 0.37, -0.35)  -0.480
H (-4.67, 1.93, 0.17)  0.070
H (-3.63, 1.15, 1.41)  0.065
H (-4.35, 0.17, 0.09)  0.065
H (-3.62, 2.25, -2.59)  0.070
H (-2.10, 1.41, -3.04)  0.062
H (-3.55, 0.46, -2.58)  0.063
H (-1.59, 3.20, 0.71)  0.062
H (-1.01, 3.31, -0.98)  0.057
H (-2.67, 3.83, -0.58)  0.071

Output
charge = +2
E = -56608.63999 eV
spin multiplicity = 1
HOMO (spin up / spin down) = -15.66 / -15.66 eV
LUMO energy (spin up / spin down) = -10.715 / -10.714 eV

---

The following is a quantum chemistry calculation of a structure of composition C34H25Br2N4O7ScTe4, from OMol25.

Each line ends with the Löwdin charge.
CARTESIAN COORDINATES (ANGSTROEM)
Sc (-0.50, 1.43, -1.32)  0.530
C (1.53, 2.93, 0.94)  -0.030
O (1.29, 1.73, 0.18)  -0.197
C (2.22, 0.74, 0.32)  -0.206
C (3.31, 0.80, 1.18)  -0.039
C (4.20, -0.26, 1.20)  -0.661
Br (5.69, -0.15, 2.38)  0.710
C (4.04, -1.39, 0.43)  -0.067
C (2.93, -1.46, -0.41)  -0.062
C (2.05, -0.39, -0.48)  -0.209
O (1.00, -0.34, -1.33)  -0.163
C (2.64, -2.70, -1.16)  -0.250
N (3.54, -3.49, -1.68)  0.185
C (2.81, -4.52, -2.25)  -0.229
C (3.26, -5.63, -2.96)  -0.025
C (2.31, -6.52, -3.43)  -0.111
C (0.94, -6.31, -3.22)  -0.106
C (0.48, -5.21, -2.52)  -0.014
C (1.44, -4.33, -2.05)  -0.184
N (1.35, -3.15, -1.33)  0.179
H (2.48, 3.37, 0.62)  0.113
H (1.54, 2.69, 2.00)  0.101
H (0.70, 3.58, 0.71)  0.076
H (3.48, 1.66, 1.81)  0.100
H (4.72, -2.22, 0.47)  0.110
H (0.97, -1.05, -1.98)  0.099
H (4.32, -5.78, -3.13)  0.105
H (2.63, -7.39, -3.99)  0.090
H (0.23, -7.02, -3.61)  0.093
H (-0.57, -5.02, -2.37)  0.100
H (0.51, -2.78, -0.91)  0.149
Te (1.88, 1.71, -3.32)  0.066
Te (1.92, 3.89, -4.88)  -0.185
Te (-0.68, 3.68, -5.69)  -0.192
Te (-1.85, 3.34, -3.26)  0.203
O (-1.09, -2.09, 6.53)  0.077
C (-0.99, -0.86, 5.94)  -0.494
O (-0.81, 0.10, 6.65)  0.083
C (-1.12, -0.81, 4.47)  -0.169
C (-1.46, -1.90, 3.67)  -0.053
C (-1.55, -1.81, 2.30)  -0.025
C (-1.26, -0.60, 1.63)  -0.255
C (-0.96, 0.51, 2.45)  0.005
C (-0.89, 0.41, 3.82)  -0.010
N (-1.23, -0.39, 0.28)  0.036
C (-1.68, -1.36, -0.52)  -0.144
C (-1.73, -1.36, -1.95)  -0.294
C (-2.30, -2.49, -2.59)  -0.059
C (-2.37, -2.55, -3.97)  -0.098
C (-1.86, -1.49, -4.72)  -0.066
C (-1.30, -0.41, -4.04)  -0.149
N (-1.25, -0.35, -2.71)  -0.009
H (-1.16, -2.76, 5.84)  0.069
H (-1.70, -2.87, 4.10)  0.100
H (-1.81, -2.71, 1.76)  0.086
H (-0.84, 1.46, 1.95)  0.088
H (-0.66, 1.28, 4.43)  0.115
H (-2.13, -2.25, -0.08)  0.091
H (-2.70, -3.29, -1.98)  0.100
H (-2.81, -3.41, -4.45)  0.094
H (-1.89, -1.48, -5.80)  0.094
H (-0.90, 0.44, -4.56)  0.045
O (-2.51, 1.38, -1.44)  -0.529
Br (-3.98, 6.24, -0.01)  0.767
C (-2.67, 6.02, 1.35)  -0.599
C (-2.39, 7.13, 2.13)  -0.151
C (-1.43, 7.06, 3.13)  -0.112
C (-0.74, 5.87, 3.32)  -0.093
C (-1.01, 4.78, 2.51)  -0.035
C (-1.99, 4.82, 1.51)  -0.141
C (-2.29, 3.55, 0.72)  -0.651
O (-3.47, 3.20, 0.70)  0.028
O (-1.26, 2.98, 0.24)  -0.182
H (-2.94, 8.05, 1.95)  0.084
H (-1.23, 7.92, 3.75)  0.091
H (0.02, 5.79, 4.10)  0.094
H (-0.47, 3.85, 2.65)  0.095

Output
charge = -2
E = -245920.92255 eV
spin multiplicity = 1
HOMO (spin up / spin down) = -1.41 / -1.42 eV
LUMO energy (spin up / spin down) = 3.473 / 3.478 eV
ΔE to the lowest compared entry with this formula, charge and spin = 4.114 eV